Entry 1:
Molecular formula: C18H19B2F9HgNO20PS
Method: DFT, ωB97M-V/def2-TZVPD

The geometry in XYZ format:
```
72
Properties=species:S:1:pos:R:3:forces:R:3:lowdin_charge:R:1
Hg 0.2407 1.0909 0.2913 0.590 -1.537 -3.825 1.34
O 0.8451 -1.1072 -0.1644 0.132 -0.881 0.079 0.05
C 1.4289 -2.1404 -0.4510 -1.055 -0.640 0.365 -0.31
O 1.0644 -3.3612 -0.0988 -1.183 1.573 0.412 0.25
B 2.1053 -4.3580 -0.4165 0.247 0.236 0.920 -0.92
O 2.9565 -3.5976 -1.3076 0.559 0.328 -0.799 0.24
C 2.6218 -2.2914 -1.3725 0.649 -1.485 -0.427 -0.35
O 3.1052 -1.4828 -2.0924 0.087 0.357 0.221 0.20
O 1.6030 -5.6470 -0.8924 -0.069 -0.071 -0.009 0.22
C 2.0578 -6.6481 -0.1278 0.422 -0.755 -1.072 -0.36
O 1.9405 -7.8209 -0.4091 -0.108 1.122 0.708 0.11
C 2.9310 -6.0185 1.0064 0.098 1.284 -0.546 -0.35
O 2.7720 -4.6755 0.8544 0.764 -1.638 0.647 0.21
O 3.6732 -6.5906 1.7534 -0.797 0.283 -0.242 0.15
O 2.6572 1.1913 0.3062 0.316 -0.059 0.721 0.07
C 3.6847 0.6678 0.6665 -0.730 -1.480 0.464 -0.33
O 3.9360 -0.0388 1.7776 -0.850 0.850 -0.874 0.24
B 5.2589 -0.7097 1.6419 0.146 0.191 0.409 -0.85
O 5.7472 -0.2702 0.3286 0.198 -0.591 0.801 0.24
C 4.8649 0.5259 -0.2381 2.176 1.524 -1.816 -0.40
O 5.0849 1.1332 -1.2586 -0.737 -0.456 0.807 0.16
O 6.1197 -0.2771 2.8154 0.287 -0.455 -0.494 0.20
C 6.6394 -1.3497 3.3940 -0.526 -0.636 0.424 -0.39
O 7.4185 -1.4168 4.3158 -0.478 0.447 -0.780 0.11
C 5.9768 -2.6132 2.7172 0.464 0.093 -0.836 -0.35
O 5.1837 -2.1643 1.7129 0.532 -0.265 1.114 0.22
O 6.2430 -3.7548 2.9717 -0.450 0.719 -0.055 0.14
P 0.3037 2.9137 2.5855 0.652 1.753 -0.394 0.26
F 1.6527 3.2045 3.4038 -1.023 -0.311 -0.639 -0.10
F 0.6725 1.3063 2.3513 0.112 -0.353 2.710 -0.23
F -0.5036 2.5123 3.9142 0.027 0.270 -1.100 -0.12
F -0.9272 2.6868 1.4993 -2.160 -0.564 1.538 -0.24
F -0.1930 4.4584 2.6157 0.803 -0.897 0.443 -0.14
F 1.0862 3.0674 1.1318 1.464 1.992 0.832 -0.22
C 0.2379 0.5557 -4.2777 2.234 -0.293 1.104 -0.62
F 0.8091 0.3495 -5.4634 -0.202 0.631 -0.583 0.12
F -1.0345 0.8818 -4.4414 -0.588 0.275 -0.085 0.12
F 0.2952 -0.6632 -3.6908 -0.488 0.438 0.463 0.10
S 1.3246 1.8304 -3.2467 2.052 -0.861 0.416 0.50
O 2.6506 1.2504 -3.2505 -1.351 0.104 -0.741 -0.28
O 1.1926 3.1236 -3.8559 -0.748 0.005 -0.722 -0.31
O 0.7408 1.8130 -1.9040 -1.121 -0.430 0.617 -0.41
C -3.9152 1.6455 -2.2592 -0.022 0.226 -1.505 -0.04
C -3.1514 2.0710 -1.0125 0.313 0.096 -0.023 -0.48
C -3.9556 2.9992 -0.1154 0.696 -1.290 1.157 -0.13
C -4.9900 2.2553 0.7283 -0.428 -0.081 -1.068 -0.19
C -4.3945 1.1570 1.6005 0.017 0.832 -0.336 -0.13
C -3.4896 0.1951 0.7660 -0.896 -1.501 -0.313 -0.46
N -2.5995 0.9367 -0.1493 0.066 1.714 0.793 -0.10
O -1.7324 0.0652 -0.8628 -1.394 0.271 -0.053 -0.07
C -2.7150 -0.7650 1.7208 0.057 1.901 -0.422 -0.02
C -4.4192 -0.7858 -0.0452 -0.422 0.552 0.822 -0.03
C -1.9598 2.8710 -1.5626 0.358 -0.892 -0.335 -0.03
H -3.1807 1.1818 -2.9260 -0.479 -1.498 0.267 0.07
H -4.0966 2.4069 -3.0286 0.223 1.267 0.843 0.09
H -4.9421 1.2802 -2.2254 0.398 -1.048 0.533 0.08
H -3.1911 3.2977 0.6059 -0.141 1.042 -0.113 0.12
H -4.3383 3.7692 -0.7828 -0.088 0.303 0.490 0.13
H -5.6715 1.7468 0.0398 -0.321 0.177 -0.043 0.09
H -5.5967 2.9339 1.3292 0.064 0.077 0.028 0.11
H -5.2756 0.6974 2.0545 0.228 -0.906 -0.259 0.12
H -3.9473 1.6279 2.4790 0.894 -0.154 -0.251 0.12
H -2.0019 -0.1718 2.2977 0.211 -0.102 0.029 0.08
H -3.4741 -1.1048 2.4237 0.240 -0.573 -0.061 0.08
H -2.1886 -1.5241 1.1459 -0.167 -0.245 0.294 0.09
H -5.3408 -0.2886 -0.3490 0.076 -0.028 -0.290 0.06
H -3.9587 -1.2721 -0.9047 0.115 0.092 0.033 0.08
H -4.7101 -1.5654 0.6592 -0.089 -0.168 -0.200 0.08
H -2.2311 3.8539 -1.9456 -0.212 -0.022 0.155 0.10
H -1.5474 2.2917 -2.3865 0.090 0.287 -0.126 0.05
H -1.1155 2.9595 -0.8842 -0.320 0.343 0.281 0.05
H -2.3378 -0.3308 -1.5058 0.583 -0.490 -0.501 0.09
```
Forces are in eV/Å.

As for the molecular weight: 1025.6 g/mol. For the orbital gap, the calculation gives 8.50 eV. Its charge is -2. The relative energy (zero: lowest compared OMol25 entry of this formula, charge and spin) comes out at 54.34 kcal/mol. The value obtained for the max |F| is 4.164 eV/Å. The value obtained for the total energy is -111540.0141 eV. The spin multiplicity is 1.

Entry 2:
Molecular formula: C18H19BN6Pb
Method: DFT, ωB97M-V/def2-TZVPD

The geometry in XYZ format:
```
45
Properties=species:S:1:pos:R:3:forces:R:3:nbo_charge:R:1
C -1.9669 0.4455 1.6039 -0.860 0.394 -1.573 -0.06
N -1.4600 0.3371 0.3595 -0.489 -0.940 0.763 -0.35
N -2.5522 0.3075 -0.5090 1.269 0.114 0.582 -0.34
C -3.6831 0.5286 0.1819 0.364 -0.082 0.641 0.02
C -3.3558 0.6310 1.5280 -0.221 -0.137 -0.028 -0.34
B -2.4312 0.1564 -2.0525 0.257 1.716 0.691 0.55
N -1.2548 1.0989 -2.4359 1.042 -0.156 0.634 -0.35
N -0.0443 1.1482 -1.7502 0.460 0.037 -1.204 -0.35
C 0.6805 2.1198 -2.3400 -1.464 -0.373 -0.048 -0.06
C -0.0829 2.7581 -3.3263 -0.491 -0.114 -0.283 -0.34
C -1.3022 2.0838 -3.3585 0.942 0.013 0.421 0.01
Pb 1.1496 1.2925 0.9164 -4.119 0.863 -2.595 1.50
N -2.2616 -1.3353 -2.4861 -1.156 -1.480 -1.855 -0.26
N -1.3118 -2.1042 -1.8197 0.501 -1.837 -0.484 -0.09
C -1.3414 -3.3096 -2.3742 0.370 0.606 0.667 -0.08
C -2.3215 -3.3683 -3.3995 0.905 -1.038 0.442 -0.02
C -2.8823 -2.0885 -3.4287 0.250 3.559 1.695 0.11
H -0.6830 -4.1200 -2.0591 -0.247 0.443 0.006 0.25
H -3.6616 -1.6689 -4.0516 0.078 -0.070 0.070 0.26
H -2.5621 -4.2101 -4.0150 -0.152 -0.184 -0.218 0.26
H -3.4180 0.5892 -2.5855 0.002 -0.268 0.018 -0.02
H -2.2075 2.2452 -3.9281 0.241 0.014 -0.042 0.24
H -4.6278 0.6146 -0.3442 0.164 -0.078 0.250 0.24
H 0.1836 3.6015 -3.9297 0.119 0.133 -0.137 0.25
H -4.0221 0.8225 2.3424 -0.233 -0.034 0.157 0.24
H 1.7028 2.3316 -2.0372 -0.246 -0.038 -0.004 0.20
H -1.3265 0.3810 2.4753 -0.171 0.138 -0.138 0.21
H 3.2812 0.3929 -0.1574 -0.161 0.189 0.320 0.24
C 3.7703 0.9974 0.6239 1.372 0.359 0.317 -0.87
H 4.4626 1.6744 0.1043 -0.028 -0.333 0.112 0.29
H 3.1502 1.6966 1.2275 1.377 -0.458 -0.299 0.16
H 4.3146 0.3486 1.3247 -0.121 0.200 -0.354 0.25
C 1.0927 0.1340 2.7684 0.589 -0.885 1.298 -0.43
C 1.9435 -0.1915 3.6095 0.437 -0.673 0.770 0.09
C 2.9268 -0.6548 4.5059 -0.905 0.298 -0.673 -0.06
C 3.9246 -1.5266 4.0023 1.200 -0.666 -0.153 -0.12
C 5.0349 -1.8295 4.7788 -0.506 -0.289 -1.144 -0.20
C 5.1257 -1.3479 6.0935 0.071 0.129 0.063 0.00
C 4.0971 -0.5531 6.6286 -1.080 0.471 -0.131 -0.20
C 2.9838 -0.2253 5.8538 0.669 0.226 1.324 -0.11
H 3.7995 -1.9423 2.9924 0.199 0.282 0.522 0.25
H 5.8262 -2.4492 4.3460 -0.313 0.188 0.321 0.26
H 5.9946 -1.5991 6.7062 -0.283 0.088 -0.189 0.26
H 4.1710 -0.1885 7.6553 -0.074 -0.171 -0.345 0.26
H 2.1574 0.3627 6.2677 0.445 -0.156 -0.190 0.26
```
Forces are in eV/Å.

As for the molecular weight: 537.4 g/mol. For the orbital gap (alpha / beta), the calculation gives 3.36 / 4.47 eV. Its charge is +2. The relative energy (zero: lowest compared OMol25 entry of this formula, charge and spin) comes out at 49.31 kcal/mol. The value obtained for the max |F| is 4.944 eV/Å. The value obtained for the total energy is -33817.3554 eV. The spin multiplicity is 1.

Entry 3:
Molecular formula: C18H19BrNO2Se2Sr
Method: DFT, ωB97M-V/def2-TZVPD

The geometry in XYZ format:
```
44
Properties=species:S:1:pos:R:3:forces:R:3:nbo_charge:R:1
Sr 0.5866 -1.1733 -0.5015 -2.168 4.823 1.917 1.69
O 1.2956 -2.8241 0.9152 0.053 -1.248 -0.594 -0.81
C 2.0721 -3.3426 -0.2119 0.037 -0.421 -0.058 -0.15
C 1.8457 -2.8681 -1.7344 0.286 -0.744 -0.628 -0.17
C 2.4759 -4.0562 -2.5116 -0.233 0.314 0.196 -0.05
O 1.7495 -5.2648 -2.4167 0.317 -0.140 -0.123 -0.75
C 0.3401 -2.7779 -2.3050 0.279 -0.760 -0.300 -0.65
Se -1.0327 -3.6134 -1.1306 -0.030 -0.272 -0.173 -0.56
C 2.7081 -1.6035 -2.1440 0.209 -0.474 -0.202 -0.64
Se 3.1264 -0.0875 -0.9053 0.645 -0.130 -0.156 -0.59
H 0.3815 -3.1916 0.7083 0.586 -0.259 0.474 0.48
H 1.9191 -4.4186 -0.2196 0.077 -0.013 0.008 0.21
H 3.1145 -3.1120 -0.0022 -0.033 0.073 0.104 0.22
H 3.4852 -4.2369 -2.1296 0.024 -0.002 0.020 0.17
H 2.5676 -3.7539 -3.5603 -0.005 0.014 -0.020 0.17
H 0.8618 -5.0905 -2.0791 -0.303 0.059 0.100 0.49
H 0.3086 -3.2743 -3.2715 0.092 -0.052 0.026 0.24
H 0.0193 -1.7470 -2.5371 0.206 -0.420 -0.416 0.18
H 2.2771 -1.2150 -3.0709 0.025 0.050 0.039 0.21
H 3.6892 -1.9960 -2.4081 0.006 0.005 -0.011 0.23
C -0.7398 1.1659 -0.5808 -0.298 -0.013 -0.300 -0.47
C -1.3446 2.2363 -0.6266 0.088 -0.238 0.079 -0.31
C -2.0632 3.4699 -0.6589 -0.071 0.169 0.022 -0.07
C -2.3606 4.1106 -1.8712 0.026 -0.049 0.027 -0.19
C -3.0670 5.3019 -1.8997 -0.007 0.013 0.005 -0.22
C -3.4997 5.8963 -0.7211 0.016 -0.022 0.009 -0.25
C -3.2122 5.2781 0.4897 -0.014 0.022 -0.010 -0.22
C -2.5067 4.0868 0.5219 0.043 -0.066 -0.050 -0.19
H -2.0238 3.6500 -2.7908 -0.002 0.003 0.001 0.21
H -3.2826 5.7725 -2.8520 0.004 -0.004 -0.001 0.20
H -4.0514 6.8279 -0.7455 0.000 0.000 0.001 0.20
H -3.5414 5.7301 1.4183 0.003 -0.003 0.001 0.20
H -2.2828 3.6071 1.4665 0.000 0.007 0.001 0.21
Br -0.1751 0.8871 6.5796 -0.004 -0.001 -0.008 0.05
C -0.0536 0.4680 4.7346 0.013 0.015 0.044 -0.03
C -1.2053 0.2570 4.0015 -0.020 0.020 0.000 -0.30
C -1.0586 -0.0451 2.6561 -0.015 0.139 -0.095 0.07
N 0.1226 -0.1455 2.0568 0.182 -0.400 0.093 -0.45
C 1.2177 0.0585 2.7843 0.002 0.009 -0.063 0.07
C 1.1863 0.3779 4.1326 -0.013 0.030 0.050 -0.30
H -2.1843 0.3306 4.4518 0.000 -0.003 -0.001 0.23
H -1.9270 -0.1850 2.0224 0.001 -0.010 -0.002 0.22
H 2.1635 -0.0331 2.2598 -0.003 -0.025 -0.005 0.22
H 2.0985 0.5435 4.6866 0.001 0.004 -0.002 0.23
```
Forces are in eV/Å.

As for the molecular weight: 606.8 g/mol. For the orbital gap, the calculation gives 6.72 eV. Its charge is -1. The relative energy (zero: lowest compared OMol25 entry of this formula, charge and spin) comes out at 14.90 kcal/mol. The value obtained for the max |F| is 5.624 eV/Å. The value obtained for the total energy is -226130.0233 eV. The spin multiplicity is 1.